Entry 1:
11
Properties=species:S:1:pos:R:3 method="wB97M-V/def2-TZVPD" molar_mass_g_mol=150.59 gap_ev=8.6 e_above_lowest_ev=2.264 homo_energy_ev=-8.382 smiles="On1[nH]c(Cl)cc1=S"
O 1.3825 1.7065 -0.0942
N 0.5245 0.6830 0.2187
N -0.7768 0.9244 -0.0624
C -1.3769 -0.3327 -0.0536
Cl -3.0731 -0.4875 -0.0711
C -0.4074 -1.2890 0.0899
C 0.8582 -0.6291 0.0933
S 2.4458 -1.1403 -0.0665
H 2.1466 1.2807 -0.5503
H -1.2322 1.6769 0.4684
H -0.4912 -2.3929 0.0279


Entry 2:
32
Properties=species:S:1:pos:R:3 method="wB97M-V/def2-TZVPD" molar_mass_g_mol=368.37 gap_ev=4.5 total_charge=+4 homo_energy_ev=-22.210
C 3.1487 -0.9991 1.1983
C 3.0387 0.5934 0.7226
C 2.3997 0.8116 -0.7586
C 0.8178 1.3216 -0.7891
C -0.0710 0.7405 0.4376
C -1.6546 1.0535 0.4412
C -2.7070 0.0036 0.5771
C -2.7801 -1.6011 0.6233
Cl -3.5034 -2.7025 1.9292
C -2.2438 -2.2624 -0.6401
C -1.5994 -1.4945 -1.9267
Cl -2.3339 -4.1241 -0.8622
C -3.9529 0.9673 0.9467
O -4.6829 0.6515 1.9732
O -3.9171 2.3845 0.5861
C -2.5188 2.3912 0.1783
O -2.1408 3.1644 -0.8199
H 2.1029 -1.4422 1.5133
H 3.6962 -1.6792 0.3888
H 3.8565 -1.0428 2.1582
H 2.5232 1.2841 1.5109
H 4.1716 0.9588 0.6585
H 3.0098 1.7036 -1.2577
H 2.5860 -0.1334 -1.4304
H 0.3096 1.0235 -1.8066
H 0.7864 2.4856 -0.7075
H 0.1723 -0.3909 0.7362
H 0.3277 1.3699 1.3795
H -2.3133 -0.6965 -2.3589
H -1.2812 -2.2302 -2.8117
H -0.5638 -1.0332 -1.5846
Zr 5.3171 -1.0766 -0.2047


Entry 3:
16
Properties=species:S:1:pos:R:3 method="wB97M-V/def2-TZVPD" molar_mass_g_mol=136.17 gap_ev=9.5 e_above_lowest_ev=2.848 homo_energy_ev=-9.581 smiles="CC(C)S(=O)(=O)C=O"
C -1.1316 -0.5969 -1.0151
C -0.5436 -0.2425 0.3023
C -1.3790 0.7225 1.1774
S 1.1626 0.5908 -0.1889
O 1.2240 1.2000 -1.5212
O 1.7937 1.3266 0.8386
C 2.3516 -1.0019 -0.2383
O 2.2678 -1.7246 0.7008
H -0.4002 -1.0953 -1.5768
H -2.1252 -1.0528 -1.0320
H -1.2959 0.4086 -1.5035
H -0.2880 -1.1339 0.8295
H -1.6561 1.6550 0.6573
H -0.7856 1.2388 1.9842
H -2.2903 0.5062 1.6161
H 3.0959 -0.8007 -1.0305